(1)
Formula: C20H20ClF6HgN4O4P
Source: the Open Molecules 2025 dataset
Level of theory: wB97M-V/def2-TZVPD

## Properties
multiplicity = 2
orbital gap (alpha / beta) = 3.047 / 7.161 eV
total charge = -1
LUMO level (alpha / beta) = 2.06 / 2.06 eV

Atoms and positions in Å:
Hg 0.0573 0.3551 0.0087
Cl 0.3059 -3.5536 0.8658
O -1.0001 -4.2024 0.6896
O 0.0517 -2.1508 0.9617
O 1.0078 -3.9684 2.0582
O 1.1141 -3.8633 -0.2846
P 0.2810 3.5270 -0.8576
F -0.7894 2.4385 -1.2971
F 0.4163 4.0223 -2.4018
F -0.7565 4.7237 -0.5287
F 1.5114 4.4293 -0.3416
F 0.1601 2.7397 0.6022
F 1.3361 2.3232 -1.0888
N -2.0533 0.5132 0.9979
C -2.5181 1.6546 1.5980
C -3.8303 1.8630 2.0114
C -4.7359 0.8349 1.7872
C -4.3199 -0.3862 1.2984
C -2.9614 -0.5104 0.9461
H -1.7991 2.4312 1.8132
H -4.0968 2.8083 2.4606
H -5.7362 1.0344 2.1421
H -5.0549 -1.1742 1.2258
H -2.6962 -1.4619 0.5094
N 1.0965 0.6346 2.1469
C 2.1771 1.5002 2.2752
C 2.9986 1.5469 3.3966
C 2.6307 0.8284 4.5300
C 1.5155 -0.0041 4.4135
C 0.8028 -0.0493 3.2715
H 2.5283 2.0535 1.4167
H 3.8008 2.2673 3.4595
H 3.2167 0.8687 5.4364
H 1.2950 -0.5739 5.3041
H -0.0609 -0.6845 3.1420
N -1.2828 -0.5877 -1.6857
C -0.8692 -1.6703 -2.3904
C -1.5071 -2.1630 -3.5238
C -2.6442 -1.4957 -3.9590
C -3.1371 -0.3892 -3.2803
C -2.4150 0.0218 -2.1710
H -0.0465 -2.2526 -2.0024
H -1.0891 -3.0240 -4.0243
H -3.1396 -1.7813 -4.8751
H -3.9650 0.2641 -3.5134
H -2.7636 0.9206 -1.6841
N 2.0363 -0.3389 -0.9930
C 2.2510 -0.1417 -2.3629
C 3.3238 -0.5885 -3.1137
C 4.2939 -1.3490 -2.5268
C 4.1401 -1.6266 -1.1386
C 3.0706 -1.0756 -0.4596
H 1.5107 0.4275 -2.9055
H 3.5576 -0.4188 -4.1544
H 5.0496 -1.8855 -3.0814
H 4.8231 -2.3407 -0.7028
H 2.9076 -1.3198 0.5797

Atomic forces in eV per Å
Hg 1.738 -1.454 -0.460
Cl -0.371 -1.987 -0.618
O 0.874 0.145 0.663
O -0.186 1.774 0.109
O -0.606 -0.151 -0.070
O -0.057 0.333 0.007
P 2.178 -0.172 -0.684
F -2.737 0.281 -1.112
F -0.007 0.021 0.986
F 0.131 -1.318 0.220
F -0.625 0.154 0.041
F -0.854 2.238 1.800
F 1.612 0.237 -1.380
N -2.576 -0.102 1.514
C 0.387 -0.527 -0.084
C 0.839 -0.768 -0.786
C -0.172 0.752 0.926
C 0.807 0.831 0.172
C -0.484 0.592 -0.545
H 0.307 -0.037 -0.421
H -0.088 -0.049 0.004
H -0.360 -0.380 -0.267
H 0.387 -0.323 -0.206
H 0.796 0.033 0.014
N 2.251 1.843 1.742
C -0.351 -1.770 -0.457
C -0.969 0.415 0.750
C -0.239 -0.303 -1.162
C 1.627 0.567 2.262
C -1.165 -0.261 -2.408
H -0.606 0.021 -0.371
H 0.189 -0.102 -0.310
H -0.029 -0.013 0.077
H -0.554 -0.299 -0.234
H -0.034 -0.278 0.243
N -1.657 -0.468 -2.092
C -0.203 0.043 0.744
C -0.480 0.906 0.341
C -0.307 -0.036 -0.800
C 1.241 0.116 1.086
C 1.036 -0.330 0.349
H 0.422 0.356 0.286
H -0.119 0.016 -0.049
H -0.050 -0.314 -0.092
H -0.219 -0.477 -0.560
H 0.301 0.047 0.418
N 0.601 0.002 -1.038
C -0.511 0.697 -1.411
C -0.466 0.194 0.383
C 1.194 -1.303 1.196
C -0.970 0.610 -0.082
C 0.242 -1.079 0.817
H -0.271 0.248 0.215
H -1.089 0.586 -0.338
H 0.138 0.194 -0.196
H -0.082 0.181 0.595
H 0.199 -0.131 0.276

(2)
Formula: C21H26F3IrN8O2
Source: the Open Molecules 2025 dataset
Level of theory: wB97M-V/def2-TZVPD

## Properties
energy above the lowest of the compared OMol25 structures with the same formula, charge and spin = 2.8 kcal/mol
multiplicity = 1
orbital gap = 8.869 eV
total charge = +2
LUMO level = -6.17 eV

Atoms and positions in Å:
Ir 0.3556 -0.5756 -0.2897
C 4.0178 1.7212 -1.1902
C 2.9766 1.2073 -0.2473
O 2.2945 0.2160 -0.5871
N 2.8214 1.8408 0.9132
C 1.9935 1.3263 1.9963
C 0.5695 1.8062 1.9529
C 0.1392 2.8180 2.7947
C -1.1781 3.2419 2.7357
C -2.0243 2.6421 1.8198
C -1.5230 1.6408 1.0107
N -0.2548 1.2105 1.0704
H 4.4518 0.8814 -1.7283
H 4.8014 2.2761 -0.6794
H 3.5486 2.3768 -1.9263
H 3.3919 2.6531 1.0897
H 2.4575 1.5954 2.9428
H 1.9972 0.2482 1.9169
H 0.8293 3.2634 3.4986
H -1.5359 4.0236 3.3920
H -3.0582 2.9427 1.7278
H -2.1593 1.1676 0.2767
N -2.6624 -0.4043 -1.8310
C -2.6900 -1.1987 -0.7622
N -3.8231 -1.8154 -0.4832
C -3.8492 -2.5762 0.6109
N -4.9725 -3.1983 0.9257
N -2.7808 -2.7614 1.4321
C -1.7054 -2.1287 1.0830
N -1.5727 -1.2954 0.0256
C -0.4634 -2.3769 1.8376
C -0.3982 -3.2596 2.8966
C 0.8420 -3.5640 3.4353
C 1.9764 -2.9985 2.8717
C 1.8329 -2.1128 1.8221
N 0.6289 -1.7772 1.3411
H -3.4751 -0.4099 -2.4258
H -1.7993 0.0229 -2.1326
H -5.7741 -3.1191 0.3221
H -5.0067 -3.8026 1.7290
H -1.3103 -3.7125 3.2556
H 0.9253 -4.2561 4.2620
H 2.9660 -3.2471 3.2270
H 2.6914 -1.6763 1.3314
F -0.0789 -3.3396 -0.9711
C 0.7327 -2.3135 -1.2928
F 0.6639 -2.2157 -2.6384
F 1.9925 -2.7481 -1.0116
C -0.3420 2.6479 -3.2663
C 0.3583 1.6795 -4.2292
C 0.4851 0.3721 -3.4436
O 0.0203 0.6772 -2.0724
C 0.0889 2.1250 -1.9175
H -1.4268 2.5884 -3.3656
H -0.0414 3.6815 -3.4210
H 1.3420 2.0582 -4.5003
H -0.2103 1.5339 -5.1439
H 1.5076 0.0091 -3.3867
H -0.1504 -0.4223 -3.8203
H 1.1199 2.4085 -1.6941
H -0.5536 2.4025 -1.0895

Atomic forces in eV per Å
Ir -1.275 -0.138 0.632
C 0.058 -0.017 -0.040
C -0.024 0.096 -0.021
O 0.032 -0.429 -0.109
N -0.053 -0.094 0.029
C -0.066 0.049 -0.042
C -0.107 -0.016 -0.046
C -0.018 -0.011 0.019
C -0.011 0.018 0.020
C -0.015 0.006 -0.016
C -0.009 -0.043 0.074
N 0.272 -0.074 -0.187
H 0.000 -0.013 0.023
H -0.003 0.014 -0.007
H -0.024 0.005 0.008
H 0.057 -0.038 -0.015
H 0.005 0.051 -0.028
H 0.063 -0.085 0.108
H 0.018 -0.016 -0.011
H 0.007 0.008 -0.006
H -0.005 -0.019 -0.012
H -0.029 -0.036 -0.015
N 0.152 0.051 -0.051
C 0.005 0.023 0.246
N -0.051 -0.033 -0.028
C 0.035 0.082 -0.081
N -0.034 -0.035 0.007
N 0.025 -0.014 0.111
C -0.044 0.023 -0.018
N 0.324 0.076 -0.331
C -0.039 -0.028 0.076
C -0.002 0.000 0.012
C 0.048 0.023 -0.017
C -0.087 -0.020 0.045
C 0.027 0.016 0.031
N 0.315 0.154 -0.333
H 0.011 0.014 -0.008
H -0.006 -0.007 -0.024
H 0.002 0.014 0.003
H 0.016 0.005 0.001
H -0.015 0.007 -0.014
H -0.003 -0.006 -0.004
H 0.005 0.010 -0.003
H -0.029 0.005 -0.043
F -0.188 -0.048 0.205
C 0.769 0.525 -0.287
F -0.011 -0.069 0.033
F -0.082 0.027 -0.086
C 0.016 -0.109 -0.040
C -0.046 0.011 0.106
C 0.082 0.012 -0.176
O -0.040 -0.030 0.298
C -0.060 0.102 -0.067
H 0.003 0.015 0.022
H -0.017 0.015 0.008
H 0.013 -0.014 -0.016
H 0.036 0.015 -0.027
H 0.003 -0.024 0.084
H -0.029 0.007 0.048
H 0.016 -0.027 0.045
H 0.003 0.012 -0.087

(3)
Formula: C21H21N3O2
Source: the Open Molecules 2025 dataset
Level of theory: wB97M-V/def2-TZVPD

## Properties
energy above the lowest of the compared OMol25 structures with the same formula, charge and spin = 0.0 kcal/mol
multiplicity = 1
orbital gap = 8.381 eV
LUMO level = 0.10 eV
SMILES string = CC1(C)C[C@H](c2c[nH]c3c(C(N)=O)cc(-c4ccccc4)cc23)NC1=O

Atoms and positions in Å:
O -4.7983 0.3609 0.6571
O 1.7877 5.2357 0.9378
C -4.1935 -0.6849 0.6180
C 1.9378 4.0502 0.6541
C -1.0130 2.3130 1.5193
C 0.0331 1.5049 1.1996
C 1.2979 -5.8229 -0.7007
C 0.0876 -5.8940 0.0118
C 1.8121 -4.6135 -1.1307
C -0.5649 -4.7146 0.3326
C 1.1334 -3.4399 -0.8217
C -2.1334 -2.0241 0.2923
C 0.0698 -1.0210 0.5929
C -2.7291 -0.7981 0.6507
C -0.5221 0.1924 0.8969
C -0.0364 -3.4302 -0.0385
C -0.7293 -2.1401 0.2849
C -1.9082 0.2765 0.9844
N -5.0189 -1.7693 0.4751
N -2.1953 1.5565 1.4273
N 1.8357 3.1307 1.6258
C 3.1205 3.9165 -1.6004
C 0.6387 3.7551 -1.5544
C 1.5003 1.8268 1.0207
C 1.8968 1.9320 -0.4459
C 1.9090 3.4437 -0.7639
H -0.9840 3.3975 1.6406
H 1.7899 -6.7761 -0.8959
H -0.2845 -6.8409 0.3756
H 2.6882 -4.5607 -1.7602
H -1.4659 -4.7250 0.9531
H 1.5312 -2.5149 -1.2165
H -2.7101 -2.8558 -0.0150
H 1.1426 -1.1270 0.5312
H -5.9908 -1.5284 0.1661
H -4.5835 -2.5542 0.0597
H -3.1703 1.8868 1.4769
H 1.3436 3.4788 2.4521
H 2.9554 3.6382 -2.6122
H 3.3341 5.0155 -1.6178
H 4.0559 3.4496 -1.2492
H 0.6446 4.8235 -1.7092
H 0.6077 3.2273 -2.5063
H -0.3048 3.5502 -0.9915
H 2.0919 1.0219 1.4649
H 2.8877 1.4996 -0.5781
H 1.2030 1.3517 -1.0934

Atomic forces in eV per Å
O 0.486 2.429 0.626
O 0.744 -0.270 -0.879
C -1.791 0.008 -0.505
C -1.889 2.572 -0.201
C -0.321 -0.655 -0.667
C 0.196 -0.576 -0.096
C -0.451 -0.932 0.264
C 0.700 0.916 -0.105
C -0.578 -0.032 0.065
C 0.081 1.474 0.251
C -0.348 0.144 0.401
C 1.338 1.756 0.590
C -0.520 -0.761 -0.574
C -0.133 -1.606 -0.116
C 0.871 0.280 0.141
C -0.206 -1.289 -0.625
C 0.565 -0.083 0.205
C -0.299 1.157 0.513
N -0.367 -0.334 -0.241
N -0.963 0.388 -0.272
N -0.029 -1.709 -0.374
C 0.703 0.473 1.021
C -0.858 0.891 1.210
C -0.756 -0.374 1.235
C 0.385 -0.076 -0.664
C 0.706 -0.611 -0.120
H -0.369 -0.490 0.269
H 0.119 0.365 -0.157
H -0.056 -0.044 -0.120
H 0.138 -0.100 0.093
H 0.228 -0.109 -0.238
H -0.066 0.153 0.061
H -0.475 -0.669 -0.175
H 0.128 0.028 0.149
H 1.652 -0.331 0.472
H -0.190 -1.025 -0.300
H 0.974 -0.166 -0.069
H 0.478 -0.454 -0.286
H -0.006 -0.411 -0.996
H -0.685 -0.777 0.372
H -0.332 0.038 -0.115
H -0.204 0.427 -0.435
H 0.173 -0.026 0.066
H 0.771 -0.135 -0.353
H -0.090 0.083 0.264
H 0.134 0.007 -0.021
H 0.413 0.453 0.436

(4)
Formula: C9H8NS
Source: the Open Molecules 2025 dataset
Level of theory: wB97M-V/def2-TZVPD

## Properties
energy above the lowest of the compared OMol25 structures with the same formula, charge and spin = 72.7 kcal/mol
multiplicity = 1
orbital gap (alpha / beta) = 7.467 / 7.467 eV
total charge = +1
LUMO level (alpha / beta) = -5.14 / -5.14 eV

Atoms and positions in Å:
C 1.3972 0.6579 3.0186
C -0.0046 -0.5655 -2.4720
C 1.1637 -0.0854 -1.7836
C -1.1953 -0.4153 -1.7808
C 1.1085 0.4927 -0.5236
C -1.3375 0.2219 -0.5675
C -0.1464 0.7654 0.0269
C 0.0340 -1.8162 2.7252
C -0.2911 1.2689 1.3726
N 0.6085 1.2031 2.2783
S 0.9488 -1.1848 3.8685
H 2.4526 0.8398 3.0113
H 0.0342 -1.0035 -3.4250
H 2.1814 -0.2435 -2.2717
H -2.0914 -0.8400 -2.3277
H 2.0472 0.9299 -0.0009
H -2.3055 0.1654 -0.1055
H -0.2256 -2.8680 2.7787
H -1.1210 1.9386 1.4029

Atomic forces in eV per Å
C 0.185 -2.390 0.683
C 1.573 1.806 3.235
C 1.131 -1.090 -1.624
C -1.826 -0.997 -1.909
C 1.030 1.233 0.018
C 1.753 0.364 -0.228
C -0.962 -2.214 0.322
C 0.710 0.981 0.478
C 0.270 0.566 -0.675
N -1.046 0.137 -1.163
S -0.286 0.594 -1.302
H 0.525 0.738 0.662
H 0.166 -0.504 -1.005
H -1.518 0.330 0.714
H 0.876 0.595 1.090
H -1.647 -1.012 -1.094
H -0.134 0.535 0.391
H -0.167 -0.106 0.242
H -0.632 0.434 1.166

(5)
Formula: C4H13N2O
Source: the Open Molecules 2025 dataset
Level of theory: wB97M-V/def2-TZVPD

## Properties
energy above the lowest of the compared OMol25 structures with the same formula, charge and spin = 167.3 kcal/mol
multiplicity = 2
orbital gap (alpha / beta) = 6.080 / 3.867 eV
total charge = +2
LUMO level (alpha / beta) = -11.40 / -13.61 eV

Atoms and positions in Å:
N 3.7490 -0.6144 -0.8987
C 0.1041 -0.3110 0.6709
C -0.6855 -0.4650 -0.6580
C -2.2119 -0.5591 -0.4301
O -2.8278 -0.7405 -1.6818
C -0.3225 0.8658 1.5760
N 0.0463 2.0462 0.9081
H 4.7244 -0.5559 -1.1399
H 3.2199 -1.3415 -1.3787
H 3.3839 -0.2688 -0.0323
H 0.3908 -1.1723 1.2611
H -0.5145 0.5202 -1.2593
H -0.3301 -1.2571 -1.3599
H -2.2842 -1.4908 0.1254
H -2.5437 0.3508 0.0351
H -3.7892 -0.7626 -1.6740
H 0.0857 0.7586 2.5995
H -1.4373 0.8069 1.7526
H 0.5915 1.5334 0.1467
H 0.6510 2.6569 1.4372

Atomic forces in eV per Å
N -0.225 -1.266 -0.363
C -6.273 0.151 0.472
C 4.315 2.103 -1.062
C -1.410 -1.086 -0.633
O 1.624 0.261 -0.048
C -0.429 -2.586 1.900
N 1.652 -0.385 -3.289
H 0.929 0.505 -0.152
H -0.200 0.007 -0.354
H 0.025 0.663 0.673
H 1.317 -0.418 -0.434
H -0.526 -1.220 0.869
H -0.335 0.196 0.985
H -0.684 0.200 0.700
H -0.230 0.185 0.603
H -0.160 0.049 0.482
H 0.085 -0.147 -0.506
H 0.583 -0.432 -0.375
H -0.269 3.127 0.447
H 0.211 0.093 0.085

(6)
Formula: C5H7NO2
Source: the Open Molecules 2025 dataset
Level of theory: wB97M-V/def2-TZVPD

## Properties
energy above the lowest of the compared OMol25 structures with the same formula, charge and spin = 157.0 kcal/mol
multiplicity = 1
orbital gap = 9.046 eV
LUMO level = -0.42 eV
SMILES string = O=CC1(C=O)CCN1

Atoms and positions in Å:
C -0.3336 -1.1271 0.6501
C -0.5282 0.1572 0.1152
C 0.9015 0.7970 0.4051
C 1.4064 0.2772 -0.9627
C -1.9361 0.8120 0.5693
H -0.5995 -1.5679 1.7107
H 0.7508 1.7765 0.5624
H 1.4159 0.0170 1.3214
H 2.0238 -0.7622 -1.0561
H 2.1284 0.8318 -1.7050
H -0.1604 -1.0263 -1.5794
H -2.7483 1.2678 -0.2752
N -0.2102 0.0289 -1.2942
O 0.4348 -1.7960 -0.1081
O -2.5453 0.3142 1.6464

Atomic forces in eV per Å
C 3.039 -6.136 0.646
C -1.145 3.033 -0.459
C 1.410 -6.580 1.810
C -0.026 -1.282 -2.390
C -4.637 -3.981 2.446
H 0.224 1.264 -1.974
H 0.442 3.535 0.821
H -1.157 3.428 -2.184
H -1.901 2.308 1.107
H -2.219 0.195 1.463
H -0.815 2.749 0.697
H 2.734 -0.528 2.093
N 2.875 0.274 -2.679
O -2.702 -1.546 4.129
O 3.877 3.266 -5.526

no.,calculated total energy (hartree)
1,-2848.21131
2,-1807.96287
3,-1127.63811
4,-800.25952
5,-344.03781
6,-399.71541